Entry 1:
Density functional theory data (the ωB97M-V functional and the def2-TZVPD basis) for a cluster of 2 separate species, C2HClN2O in total in a non-equilibrium geometry.

Its net charge is 0. Its strongest force on any atom is 0.0593 hartree/bohr. The calculation puts the gap between HOMO and LUMO (alpha / beta) at 8.05 / 8.05 eV. As for the spin multiplicity: 1. The total energy comes out at -721.6133 hartree. The calculation puts the energy above the lowest of the compared OMol25 structures with the same formula, charge and spin at 87.97 kcal/mol.

```
7
Properties=species:S:1:pos:R:3:nbo_charge:R:1
Cl -0.16320 -0.21590 -2.09197 0.14
O 1.61359 1.67891 -0.10880 -0.37
N -0.09091 -0.65546 -0.44842 -0.65
N -2.29973 -1.05697 0.63851 -0.36
C 1.06454 0.86533 0.47532 0.66
C -1.26553 -0.84765 0.14598 0.35
H 1.14125 0.23174 1.38938 0.22
```


Entry 2:
Density functional theory data (the ωB97M-V functional and the def2-TZVPD basis) for a cluster of 2 separate species, C2HClN2O2 in total in a non-equilibrium geometry.

Its net charge is 0. Its strongest force on any atom is 0.1147 hartree/bohr. The structure (SMILES) is [O-][N+]#CCl.C#[N+][O-]. The calculation puts the gap between HOMO and LUMO (alpha / beta) at 8.66 / 8.66 eV. As for the spin multiplicity: 1. The total energy comes out at -796.7377 hartree. The calculation puts the energy above the lowest of the compared OMol25 structures with the same formula, charge and spin at 162.07 kcal/mol.

```
8
Properties=species:S:1:pos:R:3:nbo_charge:R:1
Cl -1.22048 1.96672 1.14238 0.11
O 1.78789 -2.17731 0.63132 -0.36
O -1.93220 -0.64535 -1.60473 -0.35
N -1.78457 0.20347 -0.79133 0.17
N 1.59398 -1.06892 0.33499 0.22
C -1.12389 0.74774 0.01196 0.05
C 1.16146 -0.03125 0.18646 -0.10
H 1.51780 1.00488 0.08896 0.25
```


Entry 3:
Density functional theory data (the ωB97M-V functional and the def2-TZVPD basis) for a cluster of 2 separate species, C2HClN2S in total in a non-equilibrium geometry.

Its net charge is 0. As for the expectation value of S²: 2.0262. Its strongest force on any atom is 0.0673 hartree/bohr. The calculation puts the gap between HOMO and LUMO (alpha / beta) at 10.17 / 6.36 eV. As for the spin multiplicity: 3. The total energy comes out at -1044.5272 hartree. The calculation puts the energy above the lowest of the compared OMol25 structures with the same formula, charge and spin at 12.61 kcal/mol.

```
7
Properties=species:S:1:pos:R:3:nbo_charge:R:1
Cl 3.14653 0.30955 -1.03945 -0.02
S -3.06786 -0.35738 -0.93195 0.21
N 1.34100 -1.28362 0.22627 0.07
N 2.20586 -1.17790 -0.46497 -0.04
C -1.15301 0.85051 0.75280 -0.14
C -1.95329 0.30603 0.05975 -0.30
H -0.51923 1.35282 1.39754 0.23
```


Entry 4:
Density functional theory data (the ωB97M-V functional and the def2-TZVPD basis) for a cluster of 2 separate species, C2HClO2 in total in a non-equilibrium geometry.

Its net charge is 0. Its strongest force on any atom is 0.1686 hartree/bohr. The calculation puts the gap between HOMO and LUMO at 9.06 eV. As for the spin multiplicity: 1. The total energy comes out at -687.3617 hartree. The calculation puts the energy above the lowest of the compared OMol25 structures with the same formula, charge and spin at 63.29 kcal/mol.

```
6
Properties=species:S:1:pos:R:3:nbo_charge:R:1
Cl 1.16680 2.15020 0.80654 -0.01
O 2.20508 1.79095 -1.82103 -0.51
O 2.84350 -1.25382 0.10172 -0.45
C 3.24893 -0.14751 -0.00851 0.45
C 2.22195 1.57874 -0.53283 0.38
H 4.25566 -0.09889 -0.06395 0.14
```


Entry 5:
Density functional theory data (the ωB97M-V functional and the def2-TZVPD basis) for a structure of composition C2HCsF2O in a non-equilibrium geometry.

Its net charge is +2. Its strongest force on any atom is 0.0453 hartree/bohr. The calculation puts the gap between HOMO and LUMO at 8.97 eV. As for the spin multiplicity: 1. The total energy comes out at -371.2340 hartree. The calculation puts the energy above the lowest of the compared OMol25 structures with the same formula, charge and spin at 0.00 kcal/mol.

```
7
Properties=species:S:1:pos:R:3:nbo_charge:R:1
Cs 2.88348 3.16741 0.19803 1.00
F 0.04585 -4.53513 -0.51008 -0.14
F 1.84898 -3.51609 -0.69916 -0.16
O 0.81905 -6.34207 -2.40194 -0.25
C 1.51966 -5.39319 -2.27824 0.27
C 1.17897 -4.51716 -1.03300 1.04
H 2.47390 -5.14983 -2.77570 0.23
```


Entry 6:
Density functional theory data (the ωB97M-V functional and the def2-TZVPD basis) for a structure of composition C2HCuFLi2O2 in a non-equilibrium geometry.

Its net charge is +1. Its strongest force on any atom is 0.0507 hartree/bohr. The calculation puts the gap between HOMO and LUMO at 5.40 eV. As for the spin multiplicity: 1. The total energy comes out at -1982.4776 hartree. The calculation puts the energy above the lowest of the compared OMol25 structures with the same formula, charge and spin at 0.00 kcal/mol.

```
9
Properties=species:S:1:pos:R:3:nbo_charge:R:1
Cu -2.57733 -2.25758 -0.20640 0.92
F 3.34471 2.74082 2.20062 -0.97
O 0.50859 1.03090 0.56985 -0.67
O -2.55927 -0.03940 -0.10058 -0.92
C -1.95269 1.09986 0.13229 -0.04
C -0.63691 1.27057 0.31029 0.54
Li 4.06619 3.61574 3.45919 0.99
Li 2.00395 2.03250 1.38466 0.97
H -2.52507 2.01818 0.35174 0.18
```


Entry 7:
Density functional theory data (the ωB97M-V functional and the def2-TZVPD basis) for an isolated molecule of C2HF3 in a non-equilibrium geometry.

Its net charge is 0. Its strongest force on any atom is 0.1196 hartree/bohr. The structure (SMILES) is FC=C(F)F. The calculation puts the gap between HOMO and LUMO at 11.21 eV. As for the spin multiplicity: 1. The total energy comes out at -376.3232 hartree. The calculation puts the energy above the lowest of the compared OMol25 structures with the same formula, charge and spin at 23.59 kcal/mol.

```
6
Properties=species:S:1:pos:R:3:nbo_charge:R:1
F 1.62910 0.51611 0.01394 -0.31
F -0.86037 1.54135 -0.04075 -0.32
F -1.81891 -0.32399 -0.01976 -0.31
C 0.63714 -0.38240 -0.12466 0.06
C -0.54178 0.17186 0.10361 0.66
H 0.95481 -1.52292 0.06764 0.22
```


Entry 8:
Density functional theory data (the ωB97M-V functional and the def2-TZVPD basis) for the ion C2HF3NO3S with charge -1 in a non-equilibrium geometry.

Its net charge is -1. Its strongest force on any atom is 0.0617 hartree/bohr. The calculation puts the gap between HOMO and LUMO at 8.80 eV. As for the spin multiplicity: 1. The total energy comes out at -1054.8707 hartree. The calculation puts the energy above the lowest of the compared OMol25 structures with the same formula, charge and spin at 158.88 kcal/mol.

```
11
Properties=species:S:1:pos:R:3:nbo_charge:R:1
S 0.23825 -1.32587 0.69123 2.44
F -0.05430 3.17753 -1.16556 -0.35
F 1.43629 0.03309 -0.15834 -0.46
F -0.89046 1.47510 0.08447 -0.39
O 0.36930 -0.71251 1.97155 -0.89
O -1.31887 -1.98966 0.66933 -0.62
O 1.19094 -2.33784 0.28950 -0.90
N -0.89754 -1.08055 -0.42988 -0.58
C 1.41097 1.39751 -0.88376 -0.11
C 0.25667 1.94187 -0.62582 0.45
H -1.74125 -0.57866 -0.44271 0.41
```


Entry 9:
Density functional theory data (the ωB97M-V functional and the def2-TZVPD basis) for a structure of composition C2HF3NO6S in a non-equilibrium geometry.

Its net charge is -1. Its strongest force on any atom is 0.0769 hartree/bohr. The calculation puts the gap between HOMO and LUMO at 8.73 eV. As for the spin multiplicity: 1. The total energy comes out at -1280.7378 hartree. The calculation puts the energy above the lowest of the compared OMol25 structures with the same formula, charge and spin at 39.65 kcal/mol.

```
14
Properties=species:S:1:pos:R:3:nbo_charge:R:1
S -0.87862 -1.27212 -0.47952 2.31
F -0.99823 1.99173 -1.57571 -0.32
F 0.46288 2.60795 -0.07425 -0.35
F -1.48078 3.49346 -0.07682 -0.34
O -0.64634 -2.35301 0.49495 -0.96
O 0.51779 -0.38209 -0.46670 -0.92
O -1.15621 1.32867 0.53992 -0.48
O -3.95951 0.30125 0.87053 -0.48
O -0.97783 -1.74714 -1.83267 -0.93
O -3.06449 -1.46351 -0.19540 -0.51
N -2.99864 -0.27884 0.29746 0.44
C -1.74497 0.14617 0.01946 -0.12
C -0.85457 2.28336 -0.26312 1.18
H 1.16322 -0.92522 -0.02329 0.49
```


Entry 10:
Density functional theory data (the ωB97M-V functional and the def2-TZVPD basis) for a cluster of 2 separate species, C2HF4NO2S2 in total in a non-equilibrium geometry.

Its net charge is 0. Its strongest force on any atom is 0.0627 hartree/bohr. The calculation puts the gap between HOMO and LUMO at 7.10 eV. As for the spin multiplicity: 1. The total energy comes out at -1477.7256 hartree. The calculation puts the energy above the lowest of the compared OMol25 structures with the same formula, charge and spin at 47.58 kcal/mol.

```
12
Properties=species:S:1:pos:R:3:nbo_charge:R:1
S -0.75721 -1.64727 -0.16444 1.70
S -1.04487 0.96511 -2.36005 0.55
F 0.37583 -0.08750 2.59097 -0.31
F 0.94631 2.40128 0.15277 -0.29
F -0.72151 0.94093 0.50724 -0.31
F 2.29568 1.13082 2.33952 -0.26
O -1.37253 -2.74191 -0.87388 -0.92
O 0.68855 -1.44642 -0.32646 -0.93
N -0.97781 -0.49339 -1.92969 -0.81
C 0.53255 1.33423 0.82782 0.58
C 1.08820 0.90668 1.95878 0.59
H -1.05318 -1.26257 -2.72258 0.41
```


Entry 11:
Density functional theory data (the ωB97M-V functional and the def2-TZVPD basis) for a cluster of 2 separate species, C2HF4P in total in a non-equilibrium geometry.

Its net charge is 0. Its strongest force on any atom is 0.0673 hartree/bohr. The calculation puts the gap between HOMO and LUMO (alpha / beta) at 8.38 / 8.31 eV. As for the spin multiplicity: 1. The total energy comes out at -817.4687 hartree. The calculation puts the energy above the lowest of the compared OMol25 structures with the same formula, charge and spin at 105.01 kcal/mol.

```
8
Properties=species:S:1:pos:R:3:nbo_charge:R:1
P 1.15800 -1.58870 0.72635 0.36
F -1.94987 0.82413 1.29866 -0.32
F -2.61408 -0.45725 -0.34485 -0.30
F 3.04492 -0.18551 -0.54756 -0.33
F -0.95758 0.99218 -0.69289 -0.33
C 1.79878 -0.34776 -0.13738 -0.25
C -1.60146 0.18235 0.17489 0.97
H 1.12129 0.58058 -0.47722 0.20
```


Entry 12:
Density functional theory data (the ωB97M-V functional and the def2-TZVPD basis) for a cluster of 2 separate species, C2HF4P in total in a non-equilibrium geometry.

Its net charge is 0. Its strongest force on any atom is 0.0380 hartree/bohr. The calculation puts the gap between HOMO and LUMO (alpha / beta) at 8.50 / 8.12 eV. As for the spin multiplicity: 1. The total energy comes out at -817.4864 hartree. The calculation puts the energy above the lowest of the compared OMol25 structures with the same formula, charge and spin at 93.89 kcal/mol.

```
8
Properties=species:S:1:pos:R:3:nbo_charge:R:1
P -1.68397 0.55047 -0.31702 0.42
F -2.33769 -1.94929 0.20088 -0.33
F 1.33021 0.63063 1.14878 -0.35
F 1.55049 -0.04870 -0.88245 -0.33
F 1.75929 2.07482 -0.51478 -0.32
C 1.11457 0.96300 -0.16355 0.93
C -1.35070 -1.01925 0.07824 -0.22
H -0.38221 -1.20169 0.44989 0.20
```


Question: Which of these has the highest total energy?
Answer: C2HCsF2O